Record 1
# C4H11N2O

2 unconnected molecules or ions with the total composition C4H11N2O (ωB97M-V with the def2-TZVPD basis set, the Open Molecules 2025 dataset).

The HOMO-LUMO gap comes out at 9.30 eV. The calculation puts the max |F| at 1.8 eV/Å. As for the charge: +1. For the LUMO energy, the calculation gives -4.650 eV. As for the spin multiplicity: 1. Its energy relative to the best compared isomer or geometry (same formula, charge and spin) is 442.6 kJ/mol.

Last column: Mulliken charge in e.
Geometry (Å):
C (-2.72, -1.79, -0.65)  -1.028
C (0.79, 2.43, 0.01)  -1.012
C (-1.30, -1.39, -0.56)  0.016
C (1.32, 1.21, 0.60)  0.440
N (2.73, -0.61, 0.44)  -0.386
N (-0.80, -0.42, 0.08)  -0.377
O (2.23, 0.57, -0.01)  -0.002
H (-3.35, -1.20, 0.01)  0.308
H (-2.83, -2.84, -0.41)  0.304
H (-3.06, -1.65, -1.67)  0.282
H (1.28, 2.68, -0.93)  0.298
H (0.89, 3.26, 0.72)  0.348
H (-0.29, 2.32, -0.16)  0.295
H (-0.59, -2.00, -1.12)  0.358
H (0.96, 0.87, 1.57)  0.398
H (3.63, -0.80, 0.04)  0.287
H (2.62, -0.77, 1.44)  0.271
H (-1.50, 0.13, 0.59)  0.199



Record 2
# C4H11N2O

2 unconnected molecules or ions with the total composition C4H11N2O (ωB97M-V with the def2-TZVPD basis set, the Open Molecules 2025 dataset).

The HOMO-LUMO gap comes out at 7.70 eV. The calculation puts the max |F| at 0.8 eV/Å. As for the charge: +1. For the LUMO energy, the calculation gives -5.060 eV. As for the spin multiplicity: 1. Its energy relative to the best compared isomer or geometry (same formula, charge and spin) is 221.6 kJ/mol.

Last column: Mulliken charge in e.
Geometry (Å):
C (-0.04, -0.28, 1.41)  -0.653
C (-1.58, -0.89, 3.20)  -0.053
N (-1.10, -0.02, 2.41)  -0.004
H (0.77, 0.42, 1.57)  0.279
H (-0.51, -0.12, 0.44)  0.286
H (0.25, -1.32, 1.48)  0.268
H (-1.22, -1.91, 3.10)  0.232
H (-2.33, -0.64, 3.94)  0.280
H (-1.47, 0.92, 2.46)  0.312
C (0.79, -0.70, -1.94)  -0.986
C (0.74, 0.79, -1.89)  0.612
N (0.95, 1.47, -3.13)  -0.549
O (0.57, 1.41, -0.86)  -0.555
H (0.91, -1.09, -2.95)  0.330
H (-0.10, -1.16, -1.51)  0.308
H (1.64, -1.04, -1.35)  0.272
H (0.10, 1.94, -3.43)  0.294
H (1.63, 2.21, -2.96)  0.328



Record 3
# C4H11N2O

2 unconnected molecules or ions with the total composition C4H11N2O (ωB97M-V with the def2-TZVPD basis set, the Open Molecules 2025 dataset).

The HOMO-LUMO gap comes out at 9.90 eV. The calculation puts the max |F| at 0.8 eV/Å. As for the charge: +1. For the LUMO energy, the calculation gives -4.374 eV. As for the spin multiplicity: 1. Its energy relative to the best compared isomer or geometry (same formula, charge and spin) is 85.5 kJ/mol.

Last column: Mulliken charge in e.
Geometry (Å):
C (1.66, 0.50, 2.50)  -0.754
C (1.57, -0.99, 0.62)  -0.066
N (1.20, 0.06, 1.18)  0.182
H (0.78, 0.67, 3.12)  0.326
H (2.21, 1.43, 2.40)  0.319
H (2.26, -0.28, 2.95)  0.311
H (2.28, -1.65, 1.11)  0.264
H (1.18, -1.24, -0.37)  0.212
H (0.52, 0.67, 0.69)  0.258
C (-1.23, 0.30, -2.63)  -1.005
C (-1.25, 0.37, -1.13)  0.673
N (-2.03, -0.54, -0.48)  -0.393
O (-0.57, 1.17, -0.51)  -0.757
H (-2.16, -0.08, -3.05)  0.381
H (-0.40, -0.34, -2.93)  0.242
H (-1.01, 1.29, -3.01)  0.316
H (-2.77, -1.00, -0.98)  0.233
H (-2.24, -0.33, 0.49)  0.258



Record 4
# C4H11N2O

A gas-phase ion, C4H11N2O (charge +1) (ωB97M-V with the def2-TZVPD basis set, the Open Molecules 2025 dataset).

The HOMO-LUMO gap comes out at 10.61 eV. The SMILES is CNC(=O)[C@@H](C)[NH3+]. The calculation puts the max |F| at 1.7 eV/Å. As for the charge: +1. For the LUMO energy, the calculation gives -3.337 eV. As for the spin multiplicity: 1. Its energy relative to the best compared isomer or geometry (same formula, charge and spin) is 141.3 kJ/mol.

Last column: Mulliken charge in e.
Geometry (Å):
N (1.29, -1.82, -0.24)  -0.296
C (0.82, -0.38, -0.15)  0.140
C (0.74, 0.02, 1.33)  -1.490
C (-0.60, -0.43, -0.82)  0.445
N (-1.28, 0.73, -1.01)  -0.160
C (-1.34, 1.86, -0.11)  -0.939
O (-1.04, -1.53, -1.09)  -0.599
H (2.26, -1.89, -0.56)  0.328
H (0.62, -2.32, -0.85)  0.375
H (1.11, -2.27, 0.66)  0.350
H (1.51, 0.25, -0.70)  0.341
H (-0.22, -0.32, 1.73)  0.413
H (0.77, 1.11, 1.39)  0.348
H (1.48, -0.44, 1.96)  0.455
H (-1.68, 0.84, -1.92)  0.284
H (-0.47, 2.46, 0.11)  0.303
H (-2.10, 2.50, -0.56)  0.355
H (-1.86, 1.61, 0.82)  0.345



Record 5
# C4H11N2O

A molecular structure, C4H11N2O (ωB97M-V with the def2-TZVPD basis set, the Open Molecules 2025 dataset).

The HOMO-LUMO gap comes out at 9.87 eV. The calculation puts the max |F| at 5.9 eV/Å. As for the charge: +1. For the LUMO energy, the calculation gives -3.479 eV. As for the spin multiplicity: 1. Its energy relative to the best compared isomer or geometry (same formula, charge and spin) is 558.0 kJ/mol.

Last column: Mulliken charge in e.
Geometry (Å):
C (0.98, -0.80, 0.92)  -0.558
C (1.16, 0.60, 0.30)  0.261
C (0.28, -0.04, -0.83)  -0.208
C (2.48, 0.82, -0.40)  -1.361
N (-3.31, 0.06, 0.15)  -0.301
N (0.17, -1.12, -0.16)  -0.020
O (-2.06, -0.33, -0.09)  -0.621
H (1.90, -1.41, 1.05)  0.312
H (0.56, -0.75, 1.92)  0.273
H (0.66, 1.43, 0.82)  0.374
H (0.31, 0.30, -1.83)  0.458
H (2.62, 0.00, -1.16)  0.351
H (3.28, 1.16, 0.26)  0.357
H (2.36, 1.63, -1.12)  0.390
H (-3.61, 0.82, -0.53)  0.323
H (-3.44, 0.41, 1.13)  0.311
H (-0.42, -1.97, -0.49)  0.326
H (-3.91, -0.81, 0.06)  0.333



Record 6
# C4H11N2O

A gas-phase ion, C4H11N2O (charge +1) (ωB97M-V with the def2-TZVPD basis set, the Open Molecules 2025 dataset).

The HOMO-LUMO gap (spin up / spin down) comes out at 5.37 / 8.17 eV. The calculation puts the max |F| at 13.0 eV/Å. As for the charge: +1. Its expectation value of S² is 2.008. For the LUMO energy (spin up / spin down), the calculation gives -3.185 / -6.881 eV. As for the spin multiplicity: 3. Its energy relative to the best compared isomer or geometry (same formula, charge and spin) is 507.1 kJ/mol.

Last column: Mulliken charge in e.
Geometry (Å):
C (-1.22, 1.09, 0.12)  -0.693
C (-0.84, -0.34, 0.57)  0.339
C (0.53, -0.04, -0.14)  -0.288
C (-1.64, -1.42, -0.22)  -1.424
N (2.88, -0.42, -0.35)  -0.410
N (0.21, 1.50, -0.07)  -0.145
O (1.69, -0.32, 0.48)  -0.160
H (-1.79, 1.07, -0.84)  0.294
H (-1.68, 1.85, 0.77)  0.333
H (-0.54, -0.54, 1.66)  0.277
H (0.29, -0.35, -1.24)  0.277
H (-1.78, -1.37, -1.24)  0.477
H (-2.62, -1.20, 0.14)  0.425
H (-1.26, -2.36, 0.33)  0.331
H (3.25, -1.35, -0.17)  0.331
H (3.57, 0.09, 0.27)  0.327
H (0.37, 2.12, -0.88)  0.325
H (0.56, 2.00, 0.80)  0.385



Record 7
# C4H11N2O2

A gas-phase ion, C4H11N2O2 (charge -1) (ωB97M-V with the def2-TZVPD basis set, the Open Molecules 2025 dataset).

The HOMO-LUMO gap comes out at 6.42 eV. The SMILES is NC[C@H](CO)NC[O-]. The calculation puts the max |F| at 3.4 eV/Å. As for the charge: -1. For the LUMO energy, the calculation gives 3.741 eV. As for the spin multiplicity: 1. Its energy relative to the best compared isomer or geometry (same formula, charge and spin) is 402.9 kJ/mol.

Last column: Mulliken charge in e.
Geometry (Å):
C (0.50, 0.99, 0.72)  -0.658
N (1.43, 0.97, 1.86)  -0.684
C (-0.01, -0.48, 0.37)  0.210
C (0.88, -0.93, -0.75)  -0.581
O (1.31, -2.31, -0.45)  -0.553
N (-1.44, -0.50, -0.01)  -0.462
C (-2.01, 0.56, -0.97)  -0.545
O (-1.64, 1.79, -0.76)  -0.855
H (0.83, 1.53, -0.13)  0.429
H (-0.42, 1.64, 0.78)  0.415
H (2.03, 1.76, 2.01)  0.208
H (2.08, 0.19, 1.75)  0.206
H (0.20, -1.04, 1.29)  0.324
H (0.37, -0.87, -1.79)  0.292
H (1.88, -0.47, -0.66)  0.163
H (1.01, -2.80, -1.22)  0.311
H (-2.05, -0.62, 0.80)  0.299
H (-1.82, 0.18, -2.02)  0.189
H (-3.13, 0.40, -0.82)  0.293



Record 8
# C4H11N2O2

A gas-phase ion, C4H11N2O2 (charge -1) (ωB97M-V with the def2-TZVPD basis set, the Open Molecules 2025 dataset).

The HOMO-LUMO gap comes out at 6.40 eV. The SMILES is NC[C@H](CO)NC[O-]. The calculation puts the max |F| at 4.6 eV/Å. As for the charge: -1. For the LUMO energy, the calculation gives 3.664 eV. As for the spin multiplicity: 1. Its energy relative to the best compared isomer or geometry (same formula, charge and spin) is 556.5 kJ/mol.

Last column: Mulliken charge in e.
Geometry (Å):
C (1.23, -0.07, 0.19)  -0.904
N (2.04, 1.25, 0.14)  -0.530
C (-0.35, 0.25, 0.06)  0.427
C (-0.83, 0.43, 1.66)  -0.834
O (-0.04, 1.19, 2.49)  -0.546
N (-1.05, -0.92, -0.39)  -0.517
C (-0.96, -1.30, -2.01)  -0.396
O (-2.01, -1.11, -2.67)  -0.760
H (1.43, -0.59, 1.40)  0.247
H (1.43, -0.72, -0.74)  0.336
H (1.61, 1.79, -0.68)  0.234
H (3.08, 1.13, 0.02)  0.202
H (-0.57, 1.07, -0.69)  0.361
H (-1.79, 1.00, 1.47)  0.299
H (-1.02, -0.50, 2.15)  0.370
H (0.92, 1.10, 2.10)  0.398
H (-2.14, -0.82, -0.27)  0.243
H (0.01, -0.73, -2.46)  0.104
H (-0.99, -2.42, -1.74)  0.266



Record 9
# C4H11N2OS

A gas-phase ion, C4H11N2OS (charge +1) (ωB97M-V with the def2-TZVPD basis set, the Open Molecules 2025 dataset).

The HOMO-LUMO gap comes out at 9.92 eV. The SMILES is [NH3+]CC(=O)NCCS. The calculation puts the max |F| at 2.0 eV/Å. As for the charge: +1. For the LUMO energy, the calculation gives -3.454 eV. As for the spin multiplicity: 1. Its energy relative to the best compared isomer or geometry (same formula, charge and spin) is 90.6 kJ/mol.

Last column: Mulliken charge in e.
Geometry (Å):
O (-0.36, -1.21, 2.21)  -0.580
C (0.03, -0.95, 1.09)  0.476
N (-0.61, -1.34, -0.03)  -0.100
C (-0.35, -0.91, -1.41)  -0.855
C (-1.25, 0.26, -1.76)  -0.442
S (-0.94, 1.71, -0.70)  -0.294
C (1.40, -0.31, 0.99)  -0.614
N (1.36, 1.11, 1.56)  -0.182
H (-1.50, -1.79, 0.09)  0.237
H (0.68, -0.62, -1.61)  0.234
H (-0.50, -1.82, -1.99)  0.417
H (-1.37, 0.48, -2.81)  0.497
H (-2.27, -0.04, -1.50)  0.347
H (-2.14, 2.30, -0.78)  0.186
H (1.78, -0.16, -0.01)  0.304
H (2.11, -0.84, 1.61)  0.417
H (2.23, 1.27, 2.06)  0.371
H (1.12, 1.80, 0.84)  0.237
H (0.58, 1.07, 2.16)  0.344



Record 10
# C4H11N2S

A gas-phase ion, C4H11N2S (charge -1) (ωB97M-V with the def2-TZVPD basis set, the Open Molecules 2025 dataset).

The HOMO-LUMO gap comes out at 6.20 eV. The SMILES is CN[C@H](CN)C[S-]. The calculation puts the max |F| at 1.4 eV/Å. As for the charge: -1. For the LUMO energy, the calculation gives 3.721 eV. As for the spin multiplicity: 1. Its energy relative to the best compared isomer or geometry (same formula, charge and spin) is 74.0 kJ/mol.

Last column: Mulliken charge in e.
Geometry (Å):
C (0.10, 1.44, -2.53)  -0.929
N (-0.69, 0.50, -1.75)  -0.437
C (-0.02, 0.08, -0.48)  0.450
C (-0.93, 0.31, 0.72)  -1.149
S (-0.03, 0.46, 2.33)  -0.619
C (0.38, -1.39, -0.67)  -0.920
N (0.96, -2.09, 0.51)  -0.748
H (0.94, 0.86, -2.94)  0.266
H (-0.47, 1.81, -3.37)  0.358
H (0.52, 2.26, -1.96)  0.330
H (-1.57, 0.92, -1.46)  0.305
H (0.90, 0.66, -0.39)  0.162
H (-1.75, -0.41, 0.66)  0.328
H (-1.34, 1.32, 0.64)  0.299
H (1.14, -1.44, -1.45)  0.294
H (-0.50, -1.97, -0.90)  0.400
H (0.24, -2.09, 1.22)  0.303
H (1.69, -1.50, 0.91)  0.306



Record 11
# C4H11N2S

A gas-phase ion, C4H11N2S (charge -1) (ωB97M-V with the def2-TZVPD basis set, the Open Molecules 2025 dataset).

The HOMO-LUMO gap comes out at 5.98 eV. The SMILES is C[C@H](C[S-])NCN. The calculation puts the max |F| at 2.9 eV/Å. As for the charge: -1. For the LUMO energy, the calculation gives 3.654 eV. As for the spin multiplicity: 1. Its energy relative to the best compared isomer or geometry (same formula, charge and spin) is 145.4 kJ/mol.

Last column: Mulliken charge in e.
Geometry (Å):
C (-2.06, 0.68, -0.64)  -1.280
C (-0.80, -0.18, -0.34)  0.390
C (-0.90, -1.17, 0.78)  -0.793
S (-2.35, -2.29, 0.68)  -0.645
N (0.34, 0.72, -0.08)  -0.596
C (1.64, -0.02, 0.09)  -0.581
N (2.96, 0.59, -0.21)  -0.498
H (-2.92, 0.04, -0.63)  0.334
H (-2.28, 1.55, 0.05)  0.276
H (-1.92, 1.43, -1.55)  0.300
H (-0.54, -0.78, -1.18)  0.172
H (-0.99, -0.66, 1.76)  0.199
H (0.00, -1.73, 0.93)  0.246
H (0.23, 1.08, 0.88)  0.331
H (1.54, -0.74, -0.70)  0.383
H (1.79, -0.63, 0.99)  0.324
H (2.95, 0.78, -1.19)  0.238
H (3.31, 1.35, 0.36)  0.201



Record 12
# C4H11N2S

2 unconnected molecules or ions with the total composition C4H11N2S (ωB97M-V with the def2-TZVPD basis set, the Open Molecules 2025 dataset).

The HOMO-LUMO gap (spin up / spin down) comes out at 7.59 / 8.56 eV. The calculation puts the max |F| at 3.9 eV/Å. As for the charge: +1. For the LUMO energy (spin up / spin down), the calculation gives -6.034 / -5.088 eV. As for the spin multiplicity: 1. Its energy relative to the best compared isomer or geometry (same formula, charge and spin) is 475.4 kJ/mol.

Last column: Mulliken charge in e.
Geometry (Å):
C (1.31, 0.98, 0.21)  0.420
C (-1.47, 0.09, 1.24)  -0.782
C (-0.96, -0.27, -1.17)  -0.744
C (2.13, -1.66, -0.47)  -0.883
N (-0.67, -0.41, 0.24)  -0.028
N (1.48, 2.29, 0.41)  -0.362
S (2.64, 0.09, -0.29)  -0.052
H (-2.27, -0.68, 1.28)  0.364
H (-1.02, -0.01, 2.26)  0.308
H (-1.81, 1.12, 1.05)  0.327
H (-0.39, -0.89, -1.84)  0.190
H (-2.01, -0.56, -1.31)  0.398
H (-0.81, 0.85, -1.37)  0.345
H (1.37, -1.97, 0.30)  0.300
H (2.90, -2.33, -0.21)  0.414
H (1.77, -2.06, -1.40)  0.335
H (0.74, 2.96, 0.69)  0.250
H (2.37, 2.75, 0.24)  0.198



> What is the formula in the fifth record?

C4H11N2O